A cluster of 12 separate species, C22H64F3O14S in total in a non-equilibrium geometry, computed with ωB97M-V/def2-TZVPD.

Values from the calculation:
Frontier orbital gap ... 9.72 eV
Spin multiplicity ... 1
E_LUMO ... 2.4 eV
Total charge ... -1
ΔE to the lowest compared entry with this formula, charge and spin ... 7.0 kcal/mol
Molar mass ... 641.80 u

Positions of all 104 atoms, in Å:
C -1.172 25.546 23.938
F -2.111 24.753 23.453
F -1.684 26.770 23.942
F -0.874 25.180 25.171
S 0.401 25.446 22.887
O 0.435 24.039 22.480
O 0.146 26.378 21.812
O 1.543 25.809 23.707
O 3.267 25.137 26.119
H 4.216 24.987 26.175
H 3.074 25.161 25.169
O 2.379 22.122 21.949
H 2.725 22.142 21.052
H 1.575 22.675 21.916
O 3.565 25.925 21.671
H 4.187 25.348 22.127
H 2.897 26.150 22.346
O 1.731 25.721 19.448
H 1.007 25.993 20.033
H 2.522 25.772 20.016
C 3.181 29.135 22.391
C 1.772 29.395 22.891
C 1.675 29.473 24.404
O 1.300 30.571 22.249
H 3.168 28.898 21.324
H 3.665 28.287 22.882
H 3.872 29.970 22.537
H 1.178 28.507 22.639
H 2.331 30.266 24.795
H 2.079 28.571 24.863
H 0.690 29.738 24.789
H 1.304 30.404 21.301
C -5.526 26.377 22.724
C -5.990 26.148 21.282
C -4.789 25.615 20.508
O -6.988 25.108 21.337
H -4.866 25.594 23.091
H -6.373 26.418 23.412
H -5.085 27.377 22.770
H -6.407 27.080 20.886
H -5.014 25.336 19.477
H -4.459 24.715 21.032
H -3.929 26.283 20.591
H -7.263 25.007 20.414
C -0.707 21.819 24.666
C 0.687 22.187 25.159
C 0.666 22.380 26.667
O 1.633 21.171 24.838
H -1.421 22.637 24.581
H -1.177 21.112 25.360
H -0.693 21.327 23.690
H 0.981 23.130 24.695
H 1.582 22.844 27.038
H 0.429 21.471 27.217
H -0.085 23.156 26.854
H 1.762 21.200 23.877
C -1.626 24.644 19.163
C -2.261 23.311 19.531
C -2.269 22.406 18.302
O -1.403 22.707 20.528
H -2.104 25.060 18.273
H -0.544 24.617 19.058
H -1.860 25.362 19.959
H -3.289 23.364 19.899
H -2.771 21.454 18.476
H -1.234 22.286 17.979
H -2.819 22.891 17.491
H -1.054 23.468 21.021
C -5.285 26.168 26.193
C -4.614 24.855 26.557
C -3.492 24.958 27.581
O -5.579 23.892 26.985
H -5.564 26.782 27.057
H -6.161 25.993 25.570
H -4.637 26.822 25.602
H -4.142 24.521 25.627
H -3.912 25.382 28.498
H -2.661 25.577 27.246
H -3.116 23.954 27.771
H -6.220 24.393 27.503
C -4.187 21.977 23.242
C -3.896 20.696 22.481
C -4.945 19.627 22.737
O -3.913 21.018 21.072
H -5.165 22.349 22.935
H -3.378 22.691 23.074
H -4.162 21.859 24.331
H -2.876 20.365 22.697
H -4.771 18.725 22.150
H -5.957 19.989 22.567
H -4.840 19.351 23.790
H -3.188 21.656 20.965
C -2.071 29.566 21.854
C -2.406 28.520 20.806
C -3.452 28.959 19.785
O -1.258 28.144 20.037
H -1.307 29.162 22.519
H -2.951 29.844 22.438
H -1.685 30.469 21.378
H -2.811 27.654 21.345
H -3.761 28.098 19.191
H -3.059 29.691 19.074
H -4.323 29.458 20.219
H -0.745 27.609 20.669

Cartesian forces (eV/Å) of the 6 atoms listed first:
C 1.20 0.23 -0.62
F -0.33 -0.56 -0.26
F 0.10 0.56 0.21
F -0.15 -0.09 0.58
S 0.36 -1.39 -0.30
O -0.70 0.94 0.15

---

A cluster of 8 separate species, C22H64N12O9 in total in a non-equilibrium geometry, computed with ωB97M-V/def2-TZVPD.

Values from the calculation:
Frontier orbital gap ... 9.26 eV
Spin multiplicity ... 1
E_LUMO ... 0.4 eV
SMILES ... COC[C@H](C)N.COC[C@H](C)N.COC[C@H](C)N.COCCNCCOC.NC(N)=O.NC(N)=O.NC(N)=O.NC(N)=O
Molar mass ... 640.83 u

Positions of all 107 atoms, in Å:
C 2.604 1.790 3.309
O 3.360 1.456 4.425
C 4.623 0.821 4.207
C 4.835 -0.227 5.307
C 6.211 -0.796 5.391
N 3.936 -1.372 5.061
H 1.863 1.083 2.930
H 3.194 2.389 2.607
H 1.909 2.597 3.578
H 4.751 0.489 3.174
H 5.476 1.496 4.340
H 4.428 0.214 6.222
H 6.924 0.025 5.521
H 6.466 -1.263 4.441
H 6.330 -1.435 6.264
H 2.984 -1.036 4.961
H 3.935 -1.985 5.866
C 0.295 -1.641 -3.285
O 0.263 -2.375 -4.501
C 0.766 -1.700 -5.623
C 0.237 -2.402 -6.870
C 0.801 -3.839 -7.184
N 0.702 -1.700 -8.106
H -0.155 -2.310 -2.548
H -0.287 -0.721 -3.220
H 1.291 -1.516 -2.849
H 0.320 -0.698 -5.677
H 1.847 -1.537 -5.566
H -0.849 -2.279 -6.908
H 0.189 -4.492 -6.548
H 1.794 -4.016 -6.775
H 0.605 -4.206 -8.189
H 0.460 -2.497 -8.668
H 0.162 -0.853 -8.240
C -5.681 4.118 -2.323
O -5.041 2.935 -1.962
C -5.435 2.240 -0.761
C -5.093 2.829 0.615
C -5.688 4.190 0.922
N -3.645 2.943 0.792
H -6.762 4.031 -2.169
H -5.498 4.325 -3.377
H -5.225 4.916 -1.729
H -6.521 2.111 -0.877
H -5.141 1.209 -0.969
H -5.649 2.215 1.331
H -5.083 5.027 0.562
H -5.650 4.427 1.986
H -6.672 4.328 0.473
H -3.310 3.565 0.058
H -3.289 2.087 0.365
C -1.327 -2.182 3.455
O -0.155 -2.638 2.864
C 0.932 -1.718 2.971
C 2.238 -2.224 2.419
N 2.298 -2.313 0.912
C 3.657 -2.664 0.488
C 3.601 -3.234 -0.919
O 3.272 -4.629 -0.791
C 3.345 -5.271 -2.062
H -2.064 -2.987 3.426
H -1.722 -1.391 2.817
H -1.273 -1.867 4.501
H 1.095 -1.438 4.016
H 0.690 -0.796 2.432
H 2.427 -3.228 2.811
H 3.087 -1.617 2.734
H 1.709 -3.101 0.658
H 4.168 -3.405 1.114
H 4.276 -1.776 0.638
H 4.637 -3.289 -1.271
H 2.958 -2.752 -1.655
H 3.169 -4.659 -2.945
H 2.597 -6.062 -2.192
H 4.193 -5.960 -2.104
N 1.307 4.948 2.229
C 0.500 4.013 1.679
N -0.596 3.796 2.418
O 0.756 3.521 0.571
H 2.132 5.100 1.670
H 1.340 5.125 3.217
H -1.174 3.026 2.105
H -0.877 4.366 3.193
N -3.806 -0.932 1.736
C -4.212 -1.680 0.686
N -5.521 -2.034 0.752
O -3.464 -2.048 -0.215
H -4.426 -0.744 2.502
H -2.943 -0.433 1.574
H -5.770 -2.769 0.111
H -6.167 -1.380 1.153
N -1.957 2.969 -2.040
C -1.059 3.381 -3.004
N 0.111 3.775 -2.453
O -1.307 3.384 -4.197
H -2.748 2.638 -2.575
H -1.546 2.617 -1.188
H 0.623 4.267 -3.171
H 0.204 4.009 -1.478
N 0.850 0.700 0.146
C -0.408 0.225 0.074
N -0.524 -1.070 -0.225
O -1.414 0.945 0.246
H 1.583 0.017 0.273
H 1.050 1.692 0.219
H -1.430 -1.516 -0.267
H 0.196 -1.665 0.161

Cartesian forces (eV/Å) of the 6 atoms listed first:
C -0.86 2.20 -0.13
O 0.50 -0.76 0.55
C 0.59 0.14 0.52
C -2.08 -0.82 -0.50
C 0.88 1.29 0.07
N -0.24 -0.20 -0.43

---

A cluster of 8 separate species, C22H64N8O10 in total in a non-equilibrium geometry, computed with ωB97M-V/def2-TZVPD.

Values from the calculation:
Frontier orbital gap ... 8.69 eV
Spin multiplicity ... 1
E_LUMO ... 0.3 eV
SMILES ... COC[C@H](C)N.COC[C@H](C)N.COC[C@H](C)N.COC[C@H](C)N.NC(N)=O.NC(N)=O.OCCO.OCCO
ΔE to the lowest compared entry with this formula, charge and spin ... 107.3 kcal/mol
Molar mass ... 600.80 u

Positions of all 104 atoms, in Å:
C -1.486 1.347 2.476
O -0.739 1.058 1.277
C -1.526 0.956 0.107
C -0.646 0.396 -0.972
C -1.377 0.299 -2.302
N -0.236 -0.969 -0.564
H -0.825 1.944 3.095
H -1.725 0.385 2.931
H -2.398 1.909 2.275
H -2.398 0.296 0.251
H -1.999 1.925 -0.114
H 0.237 1.028 -1.112
H -1.378 1.281 -2.782
H -2.434 0.076 -2.116
H -0.982 -0.453 -2.981
H 0.402 -1.321 -1.272
H 0.260 -0.980 0.328
C 2.705 -2.246 6.582
O 1.613 -2.536 5.724
C 1.864 -2.185 4.384
C 0.611 -1.629 3.756
C -0.569 -2.592 3.695
N 0.913 -1.119 2.413
H 3.655 -2.424 6.069
H 2.680 -2.907 7.448
H 2.642 -1.207 6.918
H 2.650 -1.428 4.257
H 2.232 -3.074 3.848
H 0.281 -0.797 4.406
H -0.331 -3.521 3.176
H -1.366 -2.098 3.122
H -1.002 -2.791 4.676
H 0.257 -0.389 2.167
H 1.844 -0.700 2.387
C -2.716 6.503 -4.923
O -1.950 5.579 -4.201
C -2.536 4.293 -4.111
C -2.517 3.520 -5.416
C -3.257 2.206 -5.297
N -1.126 3.275 -5.850
H -2.331 7.508 -4.777
H -3.769 6.477 -4.603
H -2.730 6.304 -6.003
H -1.937 3.748 -3.378
H -3.576 4.394 -3.771
H -2.994 4.146 -6.182
H -2.850 1.546 -4.535
H -3.220 1.672 -6.252
H -4.321 2.395 -5.134
H -1.182 2.894 -6.790
H -0.601 4.140 -5.917
C 0.041 -3.303 -3.476
O 0.386 -4.625 -3.071
C -0.313 -5.016 -1.907
C 0.080 -4.284 -0.624
C 1.590 -4.168 -0.476
N -0.521 -4.888 0.574
H -1.040 -3.139 -3.420
H 0.441 -3.192 -4.479
H 0.532 -2.581 -2.812
H -1.400 -4.985 -2.078
H -0.113 -6.085 -1.742
H -0.310 -3.260 -0.668
H 2.026 -5.173 -0.421
H 1.891 -3.569 0.378
H 2.021 -3.750 -1.392
H -1.507 -4.642 0.595
H -0.461 -5.901 0.531
N -2.551 -3.086 0.953
C -3.045 -3.503 -0.272
N -2.517 -2.838 -1.358
O -3.851 -4.426 -0.364
H -1.867 -2.349 0.992
H -3.112 -3.314 1.752
H -2.897 -3.045 -2.260
H -1.746 -2.208 -1.186
N 4.010 2.892 1.852
C 3.009 1.951 1.893
N 1.856 2.306 1.234
O 3.106 0.882 2.475
H 3.997 3.598 1.135
H 4.856 2.892 2.387
H 1.055 1.686 1.335
H 1.707 3.242 0.906
O 3.946 1.448 -1.568
C 2.762 0.900 -2.082
C 3.024 0.122 -3.360
O 1.791 -0.341 -3.919
H 4.410 0.810 -1.020
H 2.245 0.229 -1.388
H 2.099 1.722 -2.352
H 3.742 -0.694 -3.280
H 3.487 0.815 -4.078
H 1.462 0.343 -4.508
O -0.859 3.082 5.349
C 0.489 3.350 4.994
C 1.460 2.189 5.195
O 1.800 1.965 6.562
H -0.839 2.589 6.175
H 0.547 3.624 3.936
H 0.862 4.212 5.560
H 2.375 2.412 4.649
H 1.032 1.292 4.727
H 0.997 1.675 7.008

Cartesian forces (eV/Å) of the 6 atoms listed first:
C 0.53 -0.33 -0.59
O -0.60 0.49 0.27
C -0.71 0.09 0.20
C 0.47 -0.79 -0.41
C -0.82 0.72 0.25
N -0.14 0.49 -0.19

---

A structure of composition C22H64O11V in a non-equilibrium geometry, computed with ωB97M-V/def2-TZVPD.

Values from the calculation:
Frontier orbital gap (spin up / spin down) ... 6.83 / 8.60 eV
Spin multiplicity ... 4
E_LUMO (spin up / spin down) ... 0.2 / 0.2 eV
ΔE to the lowest compared entry with this formula, charge and spin ... 0.0 kcal/mol
Molar mass ... 555.69 u

Positions of all 98 atoms, in Å:
V -0.132 0.440 -0.763
O -2.271 0.414 2.749
H -1.915 1.301 2.658
H -3.180 0.310 3.039
H -2.088 -0.071 1.941
O 1.795 -2.748 -2.844
H 1.888 -2.925 -1.905
H 1.277 -1.954 -2.993
H 2.633 -2.720 -3.311
C -2.524 3.386 -1.207
C -1.039 3.679 -1.143
C -0.816 5.043 -0.538
O -0.337 2.668 -0.462
H -3.099 4.186 -1.673
H -2.922 3.114 -0.230
H -2.793 2.543 -1.843
H -0.711 3.777 -2.178
H -1.366 5.079 0.403
H -1.290 5.734 -1.236
H 0.231 5.340 -0.465
C -0.792 1.082 -4.088
C -0.533 -0.443 -3.900
C 0.050 -1.131 -5.169
O 0.244 -0.564 -2.762
H -1.337 1.485 -3.235
H -1.352 1.221 -5.012
H 0.107 1.698 -4.120
H -1.478 -0.966 -3.757
H -0.644 -0.888 -5.973
H 0.093 -2.216 -5.076
H 1.021 -0.729 -5.457
C 1.335 -0.687 2.804
C 1.963 0.171 1.680
C 3.437 0.520 1.918
O 1.634 -0.303 0.396
H 0.263 -0.855 2.697
H 1.377 -0.125 3.738
H 1.728 -1.695 2.937
H 1.400 1.095 1.810
H 3.840 1.316 1.292
H 4.091 -0.328 1.713
H 3.576 0.829 2.954
C -3.597 -2.028 -0.840
C -3.215 -0.549 -0.564
C -4.478 0.208 -0.089
O -2.058 -0.371 0.212
H -4.498 -2.196 -1.429
H -3.776 -2.624 0.055
H -2.796 -2.598 -1.309
H -3.024 -0.068 -1.524
H -4.967 -0.229 0.782
H -5.239 0.176 -0.869
H -4.276 1.246 0.177
C -3.151 -2.801 2.745
C -3.084 -2.793 4.297
O -2.525 -1.639 4.783
H -3.379 -3.786 2.338
H -2.225 -2.476 2.272
H -3.931 -2.164 2.328
H -2.449 -3.573 4.718
H -4.090 -3.007 4.656
H -2.016 -1.847 5.570
C 5.165 -3.460 -1.304
C 4.825 -2.098 -0.713
O 3.784 -1.424 -1.400
H 5.242 -3.371 -2.387
H 4.375 -4.173 -1.071
H 6.082 -3.852 -0.864
H 5.685 -1.429 -0.739
H 4.647 -2.362 0.330
H 3.321 -0.809 -0.827
C -0.472 -3.791 0.181
C 0.997 -3.952 0.645
O 1.850 -3.166 -0.138
H -0.657 -4.030 -0.866
H -0.792 -2.763 0.352
H -1.222 -4.407 0.676
H 1.302 -4.997 0.600
H 1.173 -3.638 1.674
H 1.832 -2.258 0.171
C -0.341 2.926 4.400
C -0.456 3.558 3.047
O -1.300 2.791 2.196
H -1.357 2.710 4.731
H 0.143 3.591 5.115
H 0.167 1.962 4.424
H 0.520 3.492 2.566
H -0.769 4.601 3.100
H -0.889 2.894 1.335
C 2.970 2.048 -2.249
C 2.788 3.558 -1.879
O 2.495 3.585 -0.521
H 2.172 1.379 -1.927
H 3.923 1.620 -1.939
H 2.930 1.927 -3.332
H 1.978 3.972 -2.480
H 3.725 4.056 -2.128
H 1.566 3.349 -0.475

Cartesian forces (eV/Å) of the 6 atoms listed first:
V -0.03 -0.08 0.28
O -0.27 -1.02 2.26
H 0.62 2.65 -0.43
H -0.24 0.14 0.10
H 0.04 -1.36 -3.30
O 0.53 -2.26 -1.75

---

| no. | E (hartree) |
| --- | --- |
| 1 | -2627.8966 |
| 2 | -2210.8387 |
| 3 | -2067.0300 |
| 4 | -2648.1108 |